1.
This record from the OMol25 dataset describes C24H30Cl4CuN3O2SSb as an isolated structure. The level of theory is wB97M-V/def2-TZVPD.

Output
Expectation value of S²: 0.7674
Multiplicity: 2
Relative energy (zero: lowest compared OMol25 entry of this formula, charge and spin), kJ/mol: 20.54
Net charge: 0

Each line ends with the Mulliken charge.
Positions of all 66 atoms, in Å:
Cu  0.592  0.887  0.118  0.24
Cl  -5.979  2.759  -0.516  -0.20
C  -4.369  2.238  -0.827  0.36
C  -4.022  1.796  -2.141  0.42
Cl  -5.228  1.787  -3.367  -0.19
C  -2.746  1.391  -2.425  0.34
Cl  -2.282  0.853  -3.990  -0.16
C  -1.731  1.383  -1.422  0.23
O  -0.543  1.029  -1.642  -1.16
C  -2.096  1.790  -0.054  0.57
O  -1.234  1.717  0.853  -1.04
C  -3.437  2.240  0.175  0.16
Cl  -3.813  2.751  1.772  -0.18
C  4.641  0.841  3.392  -0.83
N  3.776  1.970  3.119  0.23
C  3.706  3.136  3.854  -0.55
C  2.743  3.896  3.301  -0.37
N  2.229  3.189  2.224  0.40
C  2.858  1.987  2.122  -0.03
S  2.602  0.686  1.082  -0.31
C  1.219  3.705  1.365  0.55
C  0.098  4.301  1.927  -0.62
C  -0.834  4.840  1.061  -0.42
C  -0.619  4.741  -0.304  -0.40
C  0.526  4.102  -0.751  -0.47
N  1.452  3.600  0.069  -0.49
H  5.409  1.160  4.092  0.32
H  5.101  0.505  2.465  0.35
H  4.067  0.017  3.815  0.32
H  4.357  3.327  4.687  0.44
H  2.396  4.884  3.538  0.48
H  -0.050  4.303  2.998  0.44
H  -1.732  5.301  1.449  0.46
H  -1.332  5.137  -1.014  0.40
H  0.717  3.982  -1.810  0.44
C  0.517  -4.927  -0.446  -1.34
C  0.302  -3.748  0.493  0.32
C  1.498  -3.585  1.434  -1.46
Sb  -0.138  -1.797  -0.372  0.57
C  -2.206  -2.075  -0.977  0.87
C  -3.129  -1.611  0.148  -1.32
C  -2.575  -3.499  -1.377  -1.60
C  0.888  -1.873  -2.284  0.81
C  2.381  -2.083  -2.066  -1.33
C  0.318  -2.805  -3.343  -1.46
H  0.700  -5.837  0.135  0.47
H  1.389  -4.777  -1.084  0.20
H  -0.341  -5.114  -1.090  0.21
H  -0.588  -3.950  1.102  0.39
H  2.403  -3.331  0.875  0.30
H  1.701  -4.513  1.977  0.43
H  1.342  -2.791  2.168  0.34
H  -2.316  -1.416  -1.843  -0.03
H  -3.025  -2.259  1.024  0.33
H  -4.177  -1.657  -0.163  0.39
H  -2.923  -0.594  0.481  0.23
H  -2.416  -4.196  -0.550  0.30
H  -2.001  -3.857  -2.231  0.28
H  -3.635  -3.555  -1.642  0.47
H  0.730  -0.847  -2.630  0.08
H  2.602  -3.079  -1.676  0.20
H  2.802  -1.353  -1.369  0.20
H  2.922  -1.982  -3.012  0.44
H  0.398  -3.857  -3.062  0.20
H  0.865  -2.678  -4.283  0.49
H  -0.730  -2.584  -3.551  0.29

***

2.
This record from the OMol25 dataset describes C26H48Cl3N5O3PPtSi as an isolated structure in a non-equilibrium geometry. The level of theory is wB97M-V/def2-TZVPD.

Output
Expectation value of S²: 2.0104
Multiplicity: 3
Relative energy (zero: lowest compared OMol25 entry of this formula, charge and spin), kJ/mol: 169.02
Net charge: -1

Each line ends with the Mulliken charge.
Positions of all 88 atoms, in Å:
C  -1.796  -2.268  -4.285  -1.47
C  -1.177  -2.985  -3.128  -0.08
H  -1.707  -2.860  -5.200  0.44
H  -1.302  -1.298  -4.443  0.14
H  -2.871  -2.089  -4.126  0.30
C  -0.644  -4.210  -3.218  0.61
C  -0.556  -4.976  -4.490  -1.86
H  -0.287  -4.729  -2.332  0.53
H  -0.137  -4.373  -5.306  0.40
H  -1.531  -5.362  -4.820  0.38
H  0.099  -5.838  -4.348  0.37
Pt  0.043  0.047  -0.091  1.08
Cl  -2.160  0.533  0.182  -0.73
Cl  0.933  2.708  -1.270  -0.46
H  1.128  5.231  2.807  0.29
H  -1.951  5.891  1.634  0.30
C  1.087  5.343  1.715  -0.91
C  -1.215  5.782  0.819  -0.81
N  -0.173  4.842  1.192  0.43
H  1.913  4.772  1.270  0.19
C  -0.456  3.544  1.417  -0.19
O  0.323  2.808  2.040  -0.51
H  -1.740  5.413  -0.076  0.24
H  -1.418  3.201  0.984  0.26
H  1.167  6.393  1.452  0.39
H  -0.747  6.747  0.616  0.27
H  1.894  -0.789  -3.489  0.05
H  2.477  -3.696  -2.795  0.18
C  2.871  -0.777  -2.990  -0.69
C  3.317  -3.143  -2.338  -0.87
N  2.917  -1.797  -1.946  0.32
H  3.029  0.204  -2.540  0.30
C  2.478  -1.548  -0.719  -0.21
O  2.081  -0.382  -0.387  -0.68
H  3.669  -3.686  -1.452  0.31
H  2.506  -2.380  0.010  0.57
H  3.651  -1.010  -3.716  0.38
H  4.126  -3.060  -3.075  0.36
O  -0.166  -1.258  -1.856  -0.42
C  -1.173  -2.194  -1.821  -0.14
C  0.161  -3.707  -0.344  0.41
C  -1.032  -3.031  -0.563  0.14
H  0.993  -3.534  -1.042  0.79
C  0.219  -4.674  0.660  -1.46
H  -2.156  -1.690  -1.772  0.36
C  -2.113  -3.150  0.304  -0.19
H  1.130  -5.265  0.765  0.36
C  -0.896  -4.880  1.477  -0.42
C  -2.040  -4.078  1.344  -1.06
H  -2.976  -2.505  0.111  0.38
H  -0.872  -5.681  2.217  0.36
H  -2.894  -4.187  2.015  0.39
Si  -0.095  2.745  -3.327  0.76
Cl  -0.144  0.660  -3.543  -0.18
C  1.598  3.442  -3.946  -1.22
C  -1.696  3.236  -2.421  -0.58
C  -0.801  3.494  -5.026  -1.59
H  2.447  2.867  -3.554  0.28
H  1.693  4.472  -3.595  0.28
H  1.687  3.453  -5.034  0.32
H  -0.203  3.172  -5.885  0.34
H  -0.767  4.591  -4.981  0.34
H  -1.839  3.200  -5.219  0.36
H  -2.053  2.427  -1.773  0.26
H  -2.494  3.482  -3.124  0.36
H  -1.529  4.119  -1.796  -0.22
C  1.867  -1.508  4.513  -0.87
N  1.882  -0.028  4.386  0.09
C  0.724  0.546  5.118  -0.81
N  -0.573  -0.038  4.698  0.08
C  -0.518  -1.515  4.799  -0.90
N  0.603  -2.100  4.019  0.16
C  0.443  -1.958  2.590  -0.65
P  0.332  -0.148  2.109  1.69
C  1.902  0.373  2.986  -1.18
C  -0.968  0.386  3.362  -0.80
H  1.952  -1.770  5.580  0.31
H  2.712  -1.915  3.941  0.35
H  0.700  1.628  4.947  0.45
H  0.857  0.337  6.191  0.21
H  -1.471  -1.931  4.448  0.34
H  -0.346  -1.781  5.853  0.32
H  1.296  -2.408  2.063  0.51
H  -0.462  -2.468  2.246  -0.28
H  1.965  1.462  2.876  0.37
H  2.734  -0.107  2.457  0.37
H  -1.930  -0.057  3.077  0.44
H  -1.019  1.479  3.293  0.18

***

3.
This record from the OMol25 dataset describes an isolated molecule of H5N2OP in a non-equilibrium geometry. The level of theory is wB97M-V/def2-TZVPD.

Output
Expectation value of S²: 2.0098
Multiplicity: 3
Relative energy (zero: lowest compared OMol25 entry of this formula, charge and spin), kJ/mol: 292.02
Net charge: 0

Each line ends with the Mulliken charge.
Positions of all 9 atoms, in Å:
N  -0.800  1.188  0.842  -0.42
N  1.359  -0.043  -0.364  -0.77
O  -0.140  2.375  0.827  -0.33
P  0.221  -0.348  0.815  0.15
H  -0.123  2.246  1.818  0.35
H  -1.192  0.889  1.755  0.33
H  1.810  -1.007  -0.319  0.41
H  2.010  0.648  0.069  0.30
H  -0.480  -0.958  -0.078  -0.01

***

4.
This record from the OMol25 dataset describes an isolated molecule of C5H8O. The level of theory is wB97M-V/def2-TZVPD.

Output
Relative energy (zero: lowest compared OMol25 entry of this formula, charge and spin), kJ/mol: 373.24
Net charge: 0

Each line ends with the Mulliken charge.
Positions of all 14 atoms, in Å:
C  -1.612  0.103  -0.005  -1.32
C  -0.188  -0.271  -0.415  0.78
C  0.650  0.905  -0.919  -1.41
C  1.856  -1.057  1.116  -0.59
C  0.539  -0.905  0.724  0.55
O  0.102  -1.616  1.659  -0.53
H  -2.148  -0.767  0.385  0.34
H  -1.598  0.869  0.778  0.34
H  -2.164  0.501  -0.861  0.37
H  -0.232  -1.044  -1.198  0.18
H  0.343  1.219  -1.921  0.37
H  0.551  1.764  -0.245  0.32
H  1.712  0.630  -0.964  0.40
H  2.187  -0.332  1.867  0.23